a.
{
  "formula": "C4H11N2",
  "method": "ωB97M-V/def2-TZVPD",
  "lumo_ev": -3.292,
  "charge": 1,
  "orbital_gap_ev": 12.03,
  "symbols": ["C", "C", "N", "C", "C", "N", "H", "H", "H", "H", "H", "H", "H", "H", "H", "H", "H"],
  "positions_angstrom": [[-1.91422, 1.08408, -0.07037], [-1.56784, -0.41061, 0.02064], [-0.15704, -0.75599, -0.57759], [0.93722, -0.38498, 0.06994], [2.31176, -0.34181, -0.56357], [0.84349, 0.10637, 1.29695], [-1.63965, 1.61123, 0.80096], [-1.29625, 1.59348, -0.82467], [-2.94308, 1.21853, -0.31243], [-2.27809, -0.90591, -0.61111], [-1.66029, -0.98826, 0.95526], [-0.21694, -1.24151, -1.46384], [2.31310, -1.00314, -1.41322], [3.27370, -0.75550, -0.12155], [2.62394, 0.57065, -0.93570], [1.49211, 0.36838, 1.94369], [-0.12191, 0.23501, 1.80662]],
  "lowdin_charge": [-0.06, -0.15, 0.11, -0.33, 0.03, 0.22, 0.05, 0.10, 0.08, 0.11, 0.13, 0.17, 0.08, 0.13, 0.07, 0.10, 0.18]
}

***

b.
{
  "formula": "C4H11N2",
  "method": "ωB97M-V/def2-TZVPD",
  "lumo_ev": -4.832,
  "charge": 1,
  "orbital_gap_ev": 8.13,
  "symbols": ["N", "C", "C", "C", "C", "N", "H", "H", "H", "H", "H", "H", "H", "H", "H", "H", "H"],
  "positions_angstrom": [[-2.23929, -0.67900, 0.07082], [-1.45601, -0.75502, -1.19494], [0.08573, -0.91763, -0.87683], [0.51594, 0.24826, 0.00901], [1.77053, 0.73650, 0.23496], [1.86319, 1.10644, 1.76162], [-2.73916, -1.60405, 0.24418], [-3.00557, 0.01663, -0.22249], [-1.61226, 0.27305, -1.64551], [-1.83192, -1.47615, -2.09232], [0.21036, -1.92782, -0.46998], [0.70301, -0.88468, -1.83762], [-0.39878, 0.84469, 0.21701], [2.53554, 1.32807, -0.31680], [0.98958, 1.82654, 1.99597], [2.73134, 1.60575, 1.83891], [1.87777, 0.25842, 2.28402]],
  "lowdin_charge": [-0.05, -0.31, -0.17, -0.09, -0.04, 0.15, 0.10, 0.10, 0.11, 0.16, 0.12, 0.14, 0.12, 0.14, 0.25, 0.13, 0.13]
}

***

c.
{
  "formula": "C4H11N2",
  "method": "ωB97M-V/def2-TZVPD",
  "lumo_ev": -3.894,
  "charge": 1,
  "orbital_gap_ev": 11.26,
  "symbols": ["C", "C", "C", "C", "N", "N", "H", "H", "H", "H", "H", "H", "H", "H", "H", "H", "H"],
  "positions_angstrom": [[-0.96568, -0.57962, -0.97041], [0.31098, -0.82117, -0.26539], [-2.37595, -0.61209, -0.25062], [1.31254, -1.71016, 0.19346], [1.19805, 2.35079, 0.72066], [0.00276, 0.39639, -0.42574], [-1.05107, -0.56479, -1.97413], [-2.24759, -1.55567, 0.43300], [-3.18927, -0.79313, -0.99598], [-2.48698, 0.36378, 0.34089], [1.78115, -2.25335, -0.73049], [1.04509, -2.50014, 0.92161], [1.93848, -1.03835, 0.58068], [0.98192, 3.26263, 0.44605], [1.13608, 2.29472, 1.69584], [0.36843, 1.33104, -0.21565], [2.24105, 2.42913, 0.49621]],
  "lowdin_charge": [-0.15, -0.16, -0.02, 0.04, 0.06, 0.23, 0.10, 0.11, 0.09, 0.10, 0.17, 0.13, 0.04, 0.04, 0.04, 0.07, 0.11]
}

***

Last place for stability: b

***

a.
{
  "formula": "C4H11N2",
  "method": "ωB97M-V/def2-TZVPD",
  "lumo_ev": -6.735,
  "charge": 1,
  "orbital_gap_ev": 5.53,
  "symbols": ["C", "C", "C", "C", "N", "N", "H", "H", "H", "H", "H", "H", "H", "H", "H", "H", "H"],
  "positions_angstrom": [[-0.62852, -0.50856, -2.67690], [-1.05192, -0.34589, -1.26369], [-0.84422, 0.88472, -0.65629], [-1.46904, 1.32935, 0.48965], [-1.48040, 2.68866, 0.74179], [3.16779, -2.50914, 2.93829], [-1.38933, -0.30705, -3.43589], [-0.19244, -1.46707, -2.95436], [-1.79056, -0.93692, -0.72184], [3.59256, -2.99546, 3.72138], [-0.11276, 1.56301, -1.08112], [-2.00815, 0.78113, 1.25816], [-0.88842, 3.08419, 1.43017], [-1.99563, 3.31931, 0.15059], [3.74253, -1.70603, 2.71061], [0.11916, 0.27820, -2.81031], [3.22934, -3.15247, 2.15975]],
  "lowdin_charge": [-0.03, 0.04, -0.06, -0.02, 0.11, 0.00, 0.12, 0.10, 0.14, 0.01, 0.13, 0.15, 0.11, 0.12, 0.00, 0.09, 0.00]
}

***

b.
{
  "formula": "C4H11N2",
  "method": "ωB97M-V/def2-TZVPD",
  "lumo_ev": -3.785,
  "charge": 1,
  "orbital_gap_ev": 9.07,
  "symbols": ["C", "C", "N", "C", "C", "N", "H", "H", "H", "H", "H", "H", "H", "H", "H", "H", "H"],
  "positions_angstrom": [[1.12955, -0.13998, 0.94515], [0.37645, 0.73386, 0.35960], [0.54415, 2.07627, 1.07409], [-0.64645, 0.48228, -0.71376], [-1.13183, -1.05525, -0.60481], [-0.19992, -2.10546, -1.13609], [1.35349, -1.12358, 0.43067], [1.71782, -0.25691, 1.80562], [1.35031, 2.14523, 1.83926], [-0.16671, 2.43382, 1.55317], [0.96034, 2.84336, 0.58917], [-1.62548, 1.01573, -0.46941], [-0.33615, 0.57289, -1.77405], [-1.17337, -1.22642, 0.44641], [-2.16992, -1.22658, -0.93573], [-0.47139, -3.04321, -0.81061], [-0.21496, -2.05541, -2.15761]],
  "lowdin_charge": [0.09, -0.26, 0.23, -0.10, -0.25, -0.01, 0.11, 0.08, 0.24, 0.10, 0.16, 0.14, 0.12, 0.08, 0.11, 0.09, 0.08]
}

***

c.
{
  "formula": "C4H11N2",
  "method": "ωB97M-V/def2-TZVPD",
  "lumo_ev": -3.044,
  "charge": 1,
  "orbital_gap_ev": 11.26,
  "symbols": ["C", "C", "N", "C", "N", "C", "H", "H", "H", "H", "H", "H", "H", "H", "H", "H", "H"],
  "positions_angstrom": [[-1.44467, -0.15834, 1.25760], [-0.72913, -0.41493, 0.01262], [-1.04505, 0.17429, -1.42402], [0.37380, 0.36394, -1.62087], [0.61889, 0.24820, -0.13671], [1.70963, -0.29659, 0.60625], [-1.59294, -0.99897, 1.91157], [-2.41377, 0.22055, 0.96069], [-1.01258, 0.78207, 1.70338], [-0.72835, -1.46978, -0.14753], [-1.63162, 1.09732, -1.56298], [0.81151, -0.55613, -1.99408], [0.59015, 1.32146, -2.13651], [0.45876, 1.11652, 0.25514], [1.35344, -0.45935, 1.60344], [2.00640, -1.27391, 0.21932], [2.67551, 0.30365, 0.49268]],
  "lowdin_charge": [-0.01, -0.27, 0.02, -0.10, -0.10, 0.01, 0.10, 0.10, 0.12, 0.15, 0.17, 0.14, 0.16, 0.14, 0.11, 0.11, 0.15]
}

***

d.
{
  "formula": "C4H11N2",
  "method": "ωB97M-V/def2-TZVPD",
  "lumo_ev": [-6.536, -4.885],
  "charge": 1,
  "orbital_gap_ev": [6.85, 9.29],
  "symbols": ["C", "C", "C", "C", "N", "N", "H", "H", "H", "H", "H", "H", "H", "H", "H", "H", "H"],
  "positions_angstrom": [[0.13996, 1.37384, -0.57199], [1.19334, 0.32468, -0.06402], [1.48100, -0.89751, -0.86146], [-1.86322, -1.27991, 0.00377], [-0.39729, 1.06856, 1.75918], [-0.14330, 0.51828, 0.54196], [0.28526, 2.35767, -0.32369], [-0.27315, 1.27251, -1.58757], [2.03461, 0.74524, 0.27851], [2.26190, -0.52137, -1.71607], [0.56574, -1.22234, -1.35929], [2.07090, -1.66977, -0.27550], [-1.73540, -1.92088, -0.86618], [-1.31367, -1.71452, 0.85706], [-2.70235, -0.59410, -0.01720], [-0.67361, 0.30810, 2.45495], [-0.93072, 1.85153, 1.74755]],
  "lowdin_charge": [-0.01, -0.22, -0.05, 0.22, 0.16, -0.13, 0.09, 0.14, 0.11, 0.16, 0.06, 0.11, 0.03, 0.04, 0.04, 0.17, 0.08]
}

***

Last place for stability: d

***

a.
{
  "formula": "C4H11N2",
  "method": "ωB97M-V/def2-TZVPD",
  "lumo_ev": -2.821,
  "charge": 1,
  "orbital_gap_ev": 12.50,
  "symbols": ["C", "N", "C", "N", "C", "C", "H", "H", "H", "H", "H", "H", "H", "H", "H", "H", "H"],
  "positions_angstrom": [[-1.95725, 0.14553, 0.41434], [-0.80170, -0.71405, 0.25029], [-0.28009, -0.87602, -1.07477], [0.48389, -0.07313, -0.09159], [1.60341, -0.77988, 0.67355], [0.62339, 1.30642, -0.27706], [-1.61684, 0.65898, 1.40117], [-2.22198, 0.88206, -0.40000], [-2.74237, -0.59287, 0.52808], [-0.12469, -1.91904, -1.38473], [-0.82307, -0.19409, -1.70152], [1.82408, -0.24877, 1.69349], [1.25023, -1.86056, 0.84099], [2.54187, -0.81566, 0.23274], [1.08404, 1.70651, 0.66885], [1.38379, 1.37783, -1.06938], [-0.22672, 1.99674, -0.70444]],
  "lowdin_charge": [-0.05, -0.07, -0.01, -0.27, 0.05, -0.03, 0.14, 0.10, 0.10, 0.16, 0.13, 0.15, 0.14, 0.07, 0.13, 0.12, 0.16]
}

***

b.
{
  "formula": "C4H11N2",
  "method": "ωB97M-V/def2-TZVPD",
  "lumo_ev": [-4.158, -4.158],
  "charge": 1,
  "orbital_gap_ev": [9.13, 9.13],
  "symbols": ["C", "C", "C", "C", "N", "N", "H", "H", "H", "H", "H", "H", "H", "H", "H", "H", "H"],
  "positions_angstrom": [[1.22412, -0.72552, -0.82723], [-0.01645, -0.59265, 0.01641], [-1.58271, 0.69908, -1.21759], [1.21152, 1.38392, 0.75327], [1.14034, -0.04295, 0.46918], [-0.51921, -1.82000, 0.70484], [1.75818, -1.66082, -0.77243], [1.26399, -0.15114, -1.73847], [-2.24867, -0.16015, -1.03144], [-1.15290, 0.73534, -2.27623], [-1.53710, 1.52120, -0.49419], [0.99025, 2.03152, -0.10566], [0.45596, 1.50374, 1.45644], [2.15470, 1.57117, 1.14763], [0.25032, -2.47162, 0.46646], [-1.43173, -2.09313, 0.49597], [-0.40554, -1.64695, 1.73275]],
  "lowdin_charge": [-0.04, -0.31, 0.18, -0.03, -0.12, 0.26, 0.10, 0.11, 0.01, 0.07, 0.02, 0.10, 0.07, 0.07, 0.17, 0.13, 0.20]
}

***

Last place for stability: b